[1]
48
Properties=species:S:1:pos:R:3:forces:R:3:lowdin_spin:R:1 method="wB97M-V/def2-TZVPD" mol_weight_g_mol=512.49 s_squared=2.020 multiplicity=3 total_charge=+1 homo_ev="-11.54 / -11.54" e_tot_ha=-1991.063359
Mo 0.6356 1.2864 1.5895 0.00 -0.26 0.07 1.7903
C -0.4498 -1.7189 -1.4403 0.00 0.03 -0.02 0.0046
C 0.3717 -0.8600 -0.5312 0.32 0.10 -0.15 0.0374
N -0.1231 0.2611 -0.0507 -0.16 -0.11 0.07 0.0015
N -1.3196 0.6639 -0.6561 -0.03 0.04 0.31 0.0018
C -1.8651 1.7111 -0.1645 -0.09 -0.11 -0.11 0.0127
S -1.2512 2.6408 1.2042 0.34 0.03 -0.27 0.0143
S -3.3268 2.3553 -0.8447 0.05 -0.03 0.04 -0.0007
C -3.7249 1.0950 -2.0742 -0.01 -0.05 0.02 0.0003
C -2.8217 0.9848 -3.2819 0.00 0.02 -0.02 -0.0002
C -3.0074 -0.1116 -4.1198 0.01 -0.02 0.04 0.0000
C -2.2264 -0.2754 -5.2526 0.01 0.00 -0.01 0.0000
C -1.2466 0.6584 -5.5615 0.01 -0.02 -0.01 0.0000
C -1.0600 1.7530 -4.7323 0.01 0.02 0.01 0.0000
C -1.8437 1.9160 -3.5978 -0.02 0.02 -0.03 -0.0001
C 1.7541 -1.2612 -0.2727 -0.10 0.08 0.12 0.0033
C 2.2379 -2.4688 -0.8127 0.05 -0.03 0.01 0.0070
C 3.5587 -2.8353 -0.6956 -0.06 -0.01 -0.03 -0.0024
C 4.4571 -1.9938 -0.0434 0.02 0.04 0.03 0.0080
C 4.0278 -0.7958 0.4878 -0.04 -0.09 -0.07 -0.0033
C 2.6876 -0.4363 0.3864 0.04 -0.01 -0.01 0.0203
O 2.3389 0.7296 0.9678 -0.32 0.37 -0.05 0.0614
H -1.4661 -1.3596 -1.5214 0.01 0.01 0.00 -0.0001
H -0.0058 -1.7374 -2.4369 0.00 0.01 -0.01 0.0022
H -0.4464 -2.7379 -1.0528 -0.01 0.00 -0.02 0.0011
H -3.7761 0.1383 -1.5531 -0.02 0.01 0.00 0.0001
H -4.7434 1.3492 -2.3765 0.01 0.04 0.00 0.0001
H -3.7742 -0.8422 -3.8861 0.00 0.00 0.00 0.0000
H -2.3884 -1.1286 -5.8979 0.00 0.00 -0.01 0.0000
H -0.6380 0.5364 -6.4474 0.00 0.00 -0.01 0.0000
H -0.3050 2.4908 -4.9703 0.00 0.00 0.00 0.0000
H -1.6922 2.7805 -2.9634 0.00 0.00 0.01 0.0000
H 1.5684 -3.1280 -1.3432 -0.01 0.01 0.02 0.0007
H 3.8968 -3.7696 -1.1203 0.00 -0.01 0.00 -0.0003
H 5.4972 -2.2767 0.0476 0.00 0.00 -0.01 0.0004
H 4.7058 -0.1224 0.9927 -0.01 0.01 0.01 -0.0001
N 0.3566 0.6788 8.7198 0.00 0.00 0.01 0.0028
C 0.3997 0.6418 7.5736 0.00 0.02 0.05 0.0006
C 0.4524 0.5917 6.1388 0.00 -0.01 -0.05 0.0063
C 0.4991 -0.6603 5.5026 0.00 0.01 0.01 -0.0020
C 0.5313 -0.7435 4.1276 -0.09 0.03 0.05 0.0094
C 0.5270 0.4427 3.3963 -0.09 -0.08 -0.06 -0.0084
C 0.5124 1.6794 4.0277 0.11 0.10 0.10 0.0205
C 0.4618 1.7758 5.4153 0.00 -0.03 -0.07 0.0004
H 0.5065 -1.5549 6.1103 0.00 -0.01 -0.01 -0.0002
H 0.5612 -1.7068 3.6373 0.00 0.01 -0.02 0.0002
H 0.5260 2.6327 3.4587 0.04 -0.10 0.05 0.0100
H 0.4304 2.7318 5.9175 0.01 0.00 0.01 0.0002

[2]
54
Properties=species:S:1:pos:R:3:forces:R:3:nbo_charge:R:1 method="wB97M-V/def2-TZVPD" mol_weight_g_mol=936.47 total_charge=-2 homo_ev=-0.56 e_tot_ha=-11244.458240
Pd -0.3470 -0.6171 -0.0271 2.29 6.21 -0.77 0.6790
C 2.4673 -2.4858 -1.4610 0.13 0.11 0.03 -0.2687
C 2.9586 -3.2611 -0.4127 0.03 0.04 -0.19 -0.1352
C 2.7863 -2.8129 0.8769 0.01 0.49 0.07 -0.2288
C 2.1123 -1.6008 1.1077 0.76 -0.44 -0.80 0.3877
N 1.7419 -0.7857 0.0864 0.07 -0.10 0.00 -0.5380
C 1.8697 -1.2736 -1.1617 0.81 0.15 -0.96 0.0326
N 1.8724 -1.3262 2.4219 -0.55 0.58 1.38 -0.4955
C 0.9855 -0.4746 2.8174 0.74 -0.45 -0.70 0.4163
N 0.2321 0.3583 2.0492 -0.15 0.54 0.21 -0.6456
C -0.5864 1.0718 2.8256 0.21 -0.21 -0.95 0.4614
N -1.5202 1.9078 2.4224 -0.04 -0.14 0.98 -0.6059
C -1.7365 2.1508 1.1144 0.22 0.11 -0.71 0.3918
C -2.8491 2.9738 0.8186 -0.01 0.06 -0.07 -0.2604
C -3.1159 3.3385 -0.4745 -0.04 -0.05 -0.01 -0.1826
C -2.2716 2.8934 -1.4911 0.12 0.02 -0.11 -0.3297
C -1.2168 2.0748 -1.1373 -0.06 0.55 -0.55 0.0555
N -0.9531 1.6850 0.1020 -0.04 0.29 0.21 -0.5191
C -0.3515 0.7266 4.2374 0.35 -0.45 0.69 -0.1029
C -0.9126 1.1414 5.4269 -0.05 0.01 -0.18 -0.1857
C -0.5159 0.4860 6.5865 -0.04 0.02 0.27 -0.2317
C 0.4136 -0.5465 6.5562 0.00 -0.03 0.21 -0.2156
C 1.0104 -0.9422 5.3675 -0.06 0.11 -0.13 -0.2004
C 0.6203 -0.2847 4.2227 -0.33 0.31 0.57 0.0116
H 2.4849 -2.8536 -2.4766 -0.01 -0.02 0.01 0.2387
H 3.3817 -4.2396 -0.6053 -0.06 0.03 -0.02 0.2556
H 3.0412 -3.4104 1.7404 0.04 -0.02 -0.08 0.2558
H 1.5119 -0.6165 -1.9808 0.27 -0.46 0.61 0.1909
H -3.4545 3.3030 1.6519 -0.01 0.00 -0.01 0.2157
H -3.9699 3.9644 -0.7058 -0.02 0.03 0.02 0.1971
H -2.4286 3.1705 -2.5230 0.00 0.01 -0.07 0.2042
H -0.5232 1.7280 -1.9074 -0.17 -0.05 0.17 0.1915
H -1.6475 1.9339 5.4453 -0.08 0.02 0.00 0.2136
H -0.9513 0.7695 7.5372 -0.02 0.02 0.02 0.1951
H 0.6603 -1.0648 7.4737 0.04 0.03 0.07 0.2001
H 1.7276 -1.7465 5.3190 0.07 -0.10 -0.02 0.2355
N -6.3238 -0.0535 0.0962 -0.21 0.00 -0.01 -0.7905
C -4.9707 -0.2772 0.0189 0.34 -0.23 0.00 0.2183
C -4.2318 -0.6318 1.1510 -0.18 0.07 -0.22 -0.3024
C -2.8851 -0.8613 1.0255 -0.12 -0.05 0.42 0.1101
N -2.2437 -0.7138 -0.1383 -2.22 0.01 -0.09 -0.4343
C -2.9496 -0.4784 -1.2444 0.07 -0.03 -0.10 0.0942
C -4.3029 -0.2485 -1.2074 -0.20 0.01 0.09 -0.3119
H -6.6967 0.1522 1.0066 -0.04 0.05 -0.06 0.3821
H -6.7485 0.4332 -0.6737 -0.04 0.04 0.09 0.3783
H -4.7016 -0.7268 2.1181 -0.06 -0.03 0.08 0.2161
H -2.2889 -1.1783 1.8900 -0.16 0.20 -0.51 0.2499
H -2.4073 -0.4912 -2.1919 -0.11 0.09 0.40 0.2215
H -4.8332 -0.0499 -2.1266 -0.09 0.01 -0.08 0.2079
Se 1.2134 -6.1212 1.7879 0.08 0.53 0.46 -0.8424
Sb -0.1060 -5.1668 -0.0276 0.58 -2.48 -0.85 1.1038
Se 1.0938 -5.9313 -2.0228 0.13 0.44 -0.42 -0.9142
Se -2.3041 -6.2264 -0.0631 -0.26 0.51 0.12 -0.8118
Se -0.4261 -2.6933 0.1358 -1.95 -6.37 1.48 -0.6585

[3]
57
Properties=species:S:1:pos:R:3:forces:R:3:lowdin_spin:R:1 method="wB97M-V/def2-TZVPD" mol_weight_g_mol=1020.15 s_squared=0.766 multiplicity=2 total_charge=+1 homo_ev="-9.92 / -10.90" e_tot_ha=-4438.231831
Ta 0.3094 1.5232 -0.6904 0.14 0.01 0.05 0.2825
I 3.6348 -4.8970 2.2885 -0.01 0.01 -0.01 0.0001
C 2.4814 -3.2874 1.6454 0.00 -0.01 0.00 0.0006
C 1.2040 -3.1084 2.1519 0.00 0.00 0.00 0.0001
C 0.4510 -2.0234 1.7319 -0.01 0.02 -0.01 0.0010
I -1.4438 -1.7499 2.5489 -0.01 0.00 0.00 0.0152
C 0.9551 -1.1141 0.8044 0.01 0.00 0.03 -0.0006
O 0.2159 -0.0543 0.4244 0.01 -0.09 0.00 0.0012
C 2.2541 -1.2898 0.3197 -0.01 0.01 -0.01 0.0002
C 2.8612 -0.2812 -0.6152 -0.01 -0.01 0.00 0.0005
N 2.5521 1.1150 -0.2181 0.02 0.04 0.03 0.0019
C 3.2204 1.5285 1.0509 0.00 0.00 -0.01 0.0014
C 2.6163 0.9706 2.3148 -0.02 0.00 -0.01 0.0002
C 3.3273 0.0983 3.1273 0.01 0.01 -0.01 0.0003
C 2.7347 -0.3607 4.2930 0.00 0.00 0.01 0.0002
C 1.4588 0.0760 4.6058 0.00 0.00 0.00 0.0004
C 0.8304 0.9532 3.7338 0.01 0.02 0.00 0.0078
N 1.3894 1.3966 2.6128 0.00 -0.01 0.00 0.0038
C 3.0023 -2.3785 0.7393 0.02 -0.02 0.00 0.0000
H 0.7971 -3.8018 2.8744 0.00 0.00 0.00 0.0001
H 3.9446 -0.4218 -0.6411 0.00 0.00 0.00 -0.0001
H 2.4845 -0.4125 -1.6320 0.00 0.01 0.00 0.0002
H 2.9510 1.7085 -0.9440 -0.01 0.00 0.00 0.0003
H 4.2734 1.2425 0.9846 0.00 0.00 0.01 0.0001
H 3.1570 2.6149 1.0890 0.01 0.00 -0.01 0.0003
H 4.3230 -0.2212 2.8474 0.00 0.00 0.00 0.0000
H 3.2623 -1.0449 4.9447 0.00 0.00 0.00 0.0000
H 0.9561 -0.2504 5.5057 0.00 0.00 0.00 0.0001
H -0.1677 1.3207 3.9478 0.00 0.00 0.00 0.0087
H 4.0124 -2.5019 0.3689 0.00 0.00 0.00 0.0000
O 0.0455 -0.0539 -2.0504 -0.09 -0.02 -0.06 0.0079
N -0.4682 0.1722 -3.2659 0.03 0.01 0.03 0.0018
C -0.1127 -0.6663 -4.2588 -0.01 0.00 -0.02 0.0023
C -0.6432 -0.5041 -5.5077 0.01 -0.01 0.01 0.0005
C -1.5489 0.5369 -5.7271 -0.01 0.01 0.01 0.0030
C -1.8915 1.3766 -4.6939 0.00 -0.01 -0.01 0.0016
C -1.3302 1.1971 -3.4284 0.00 -0.01 0.02 0.0117
S -1.6896 2.1757 -2.0515 -0.06 0.03 -0.06 0.0192
H 0.5932 -1.4310 -3.9752 0.00 0.00 0.00 0.0002
H -0.3483 -1.1765 -6.2988 0.00 0.00 0.00 0.0000
H -1.9732 0.6884 -6.7099 0.00 0.00 0.00 0.0002
H -2.5769 2.1997 -4.8329 0.00 0.00 -0.01 0.0000
Cl 1.5024 2.3884 -2.6557 0.02 -0.02 -0.02 0.0071
Si -1.8419 2.0097 0.9776 0.03 0.03 -0.02 0.4252
Cl -2.8051 3.8319 0.7696 0.00 -0.01 0.01 0.0908
Cl 0.7281 3.6477 0.2218 -0.07 0.01 0.04 0.0148
Cl -3.7066 -2.5772 -1.3384 0.00 0.00 0.00 -0.0011
C -4.1071 -1.1381 -0.4881 0.04 0.02 0.01 0.0000
C -5.4105 -0.8581 -0.1128 -0.03 -0.01 -0.01 0.0135
C -5.6640 0.3188 0.5739 0.00 0.02 0.02 -0.0016
C -4.6223 1.1765 0.8568 0.02 -0.03 -0.02 0.0167
N -3.3648 0.8897 0.4847 0.02 0.04 0.02 0.0445
C -3.1014 -0.2493 -0.1693 -0.02 -0.01 0.00 0.0137
H -6.2060 -1.5496 -0.3551 0.00 0.00 0.00 0.0008
H -6.6654 0.5766 0.8859 0.00 0.00 0.00 -0.0003
H -4.7677 2.1136 1.3739 -0.01 0.00 0.00 0.0007
H -2.0723 -0.4438 -0.4389 0.00 -0.02 -0.01 0.0003

[4]
49
Properties=species:S:1:pos:R:3:forces:R:3:nbo_charge:R:1 method="wB97M-V/def2-TZVPD" smiles="O=C(NCCO)c1cccc(Nc2nc(-c3ccccc3)c3cc(Cl)ccc3n2)c1" mol_weight_g_mol=418.88 homo_ev=-8.03 e_tot_ha=-1717.627227
O -6.4832 -0.5449 0.9826 -0.19 -0.24 0.18 -0.6462
C -5.6551 0.0831 0.3433 0.17 0.42 -0.29 0.6682
N -5.9488 1.2356 -0.3008 0.15 0.21 -0.08 -0.6030
H -5.2620 1.6295 -0.9211 0.01 -0.12 0.07 0.4004
C -7.2588 1.8618 -0.2534 -0.34 -0.32 -0.01 -0.2566
H -7.1815 2.8265 -0.7545 0.05 -0.02 0.03 0.2064
C -8.3627 1.0073 -0.9049 0.16 0.25 -0.11 -0.0667
H -9.1575 1.6595 -1.2780 0.10 0.00 -0.03 0.1783
O -8.9699 0.1315 -0.0036 -0.11 -0.39 0.39 -0.7358
H -8.2583 -0.3230 0.4887 -0.16 0.15 -0.15 0.4977
H -7.9314 0.4614 -1.7605 -0.04 0.17 0.03 0.1546
H -7.5351 2.0231 0.7941 -0.02 0.09 -0.12 0.2160
C -4.2437 -0.3748 0.2086 0.34 -0.28 0.09 -0.1202
C -3.1814 0.5156 0.1322 -0.01 -0.11 -0.01 -0.2666
C -1.8703 0.0490 0.0308 -0.23 -0.44 -0.03 0.2450
C -1.6390 -1.3258 -0.0118 0.09 -0.05 -0.01 -0.2622
C -2.7013 -2.2067 0.0739 -0.18 0.13 0.01 -0.1870
C -3.9988 -1.7447 0.1943 -0.15 0.06 0.01 -0.1923
H -4.8325 -2.4243 0.2757 -0.08 -0.05 0.02 0.2324
H -2.5098 -3.2689 0.0491 0.03 -0.09 -0.01 0.2165
H -0.6282 -1.6843 -0.1045 -0.09 -0.05 0.00 0.2555
N -0.8588 0.9952 -0.0279 -0.25 0.51 0.01 -0.5828
C 0.4942 0.8661 -0.0581 0.73 0.56 -0.02 0.5661
N 1.1551 2.0088 -0.1141 -0.45 0.05 0.00 -0.4996
C 2.4951 1.9466 -0.0769 0.24 -0.55 0.03 0.1921
C 3.2438 3.1440 -0.0878 0.21 0.01 0.02 -0.2058
C 4.6051 3.1068 0.0041 -0.22 0.06 -0.02 -0.1956
C 5.2686 1.8736 0.1248 -0.13 -0.45 0.01 -0.0507
C 4.5832 0.6884 0.1231 0.34 0.25 0.01 -0.2133
C 3.1839 0.7023 -0.0099 -0.46 0.32 -0.06 -0.1043
C 2.3559 -0.4565 -0.0564 -0.09 0.52 0.01 0.3069
N 1.0480 -0.3590 -0.0514 0.02 -0.27 -0.01 -0.5075
C 2.8987 -1.8203 -0.1155 0.18 -0.37 0.01 -0.1124
C 3.9220 -2.1553 -0.9990 -0.10 0.06 0.05 -0.1948
C 4.4001 -3.4521 -1.0464 0.07 -0.08 -0.05 -0.2078
C 3.8665 -4.4235 -0.2154 0.02 -0.02 -0.03 -0.2000
C 2.8364 -4.0999 0.6528 -0.03 -0.07 0.03 -0.2119
C 2.3482 -2.8080 0.6977 0.04 0.12 -0.02 -0.1280
H 1.5458 -2.5443 1.3700 -0.08 0.02 0.06 0.2181
H 2.4116 -4.8576 1.2944 -0.03 -0.05 0.06 0.2158
H 4.2478 -5.4332 -0.2509 0.03 -0.08 0.00 0.2170
H 5.1908 -3.7060 -1.7368 0.05 -0.02 -0.06 0.2182
H 4.3187 -1.4079 -1.6707 0.06 0.06 -0.03 0.2216
H 5.1051 -0.2481 0.2423 0.09 -0.01 0.00 0.2396
Cl 6.9915 1.8712 0.2890 0.17 0.00 0.02 0.0065
H 5.1850 4.0167 0.0024 0.05 0.08 0.00 0.2317
H 2.7080 4.0772 -0.1544 -0.05 0.10 -0.01 0.2313
H -1.1505 1.9643 -0.0216 0.11 -0.18 -0.01 0.4102
H -3.3554 1.5821 0.1889 -0.03 0.10 0.03 0.2048

Relative energy (zero: lowest compared OMol25 entry of this formula, charge and spin): 0.0 461.0 181.6 2.1 (kJ/mol)